Entry 1:
DFT (the ωB97M-V functional and the def2-TZVPD basis) results for an isolated ion of composition C2H9N2O and charge +1 at a distorted geometry.

Last column: Mulliken charge in e.
Element x y z (Å)
N  0.753  0.061  -2.268  -0.391
C  0.997  -0.133  -0.938  -0.483
N  -0.343  0.054  -0.144  -0.266
C  -0.248  -0.283  1.310  -0.292
O  -1.149  0.361  2.069  -0.511
H  0.619  -0.796  -2.744  0.209
H  1.106  0.774  -2.719  0.177
H  1.633  0.769  -0.491  0.395
H  1.461  -1.037  -0.635  0.381
H  -1.107  -0.564  -0.697  0.407
H  -0.565  1.014  -0.399  0.369
H  -0.266  -1.376  1.346  0.352
H  0.667  0.225  1.737  0.276
H  -1.728  -0.206  2.697  0.377

Forces on atoms 1 to 6 (eV/Å):
-2.5 -4.5 2.4
1.3 3.8 2.2
-1.7 -2.1 -2.4
2.0 0.5 0.9
-3.8 -0.5 2.1
0.0 -0.3 -1.1

Computed properties:
HOMO energy   -14.883 eV
Total charge   +1
Energy above the lowest of the compared OMol25 structures with the same formula, charge and spin   2.691 eV
Orbital gap   11.5 eV
SMILES   NC[NH2+]CO
Energy   -266.05279 Eh


Entry 2:
DFT (the ωB97M-V functional and the def2-TZVPD basis) results for a 3-piece molecular cluster, C2H9N2O overall at a distorted geometry.

Last column: Mulliken charge in e.
Element x y z (Å)
C  -1.363  0.905  -1.204  -0.681
C  -0.277  0.378  -0.786  0.728
N  0.726  -0.289  -0.497  -0.301
N  0.639  -2.283  1.119  -0.888
O  0.081  2.311  0.446  -0.608
H  -0.295  -1.973  1.381  0.272
H  -1.716  1.828  -0.828  0.290
H  -2.024  0.528  -1.956  0.309
H  0.635  -1.029  0.261  0.426
H  1.489  -0.288  -1.165  0.240
H  0.451  -2.954  0.354  0.301
H  0.828  2.615  0.924  0.293
H  1.025  -2.931  1.909  0.289
H  -0.199  3.181  0.043  0.331

Forces on atoms 1 to 6 (eV/Å):
-5.3 2.3 -2.7
2.6 -1.6 1.8
2.0 -0.2 -0.5
-0.1 -2.5 0.9
-1.1 2.2 -1.1
-0.1 -0.5 0.7

Computed properties:
HOMO energy (alpha / beta)   -10.678 / -15.594 eV
Total charge   +1
Energy above the lowest of the compared OMol25 structures with the same formula, charge and spin   0.488 eV
Orbital gap (alpha / beta)   7.4 / 7.5 eV
Energy   -265.86387 Eh
⟨S²⟩   2.0037
Multiplicity   3


Entry 3:
DFT (the ωB97M-V functional and the def2-TZVPD basis) results for an isolated ion of composition C2H9N2O and charge +2 at a distorted geometry.

Last column: Mulliken charge in e.
Element x y z (Å)
C  -0.167  -1.129  -0.273  -0.445
N  -1.620  -0.776  -0.077  -0.258
H  0.109  -0.833  -1.297  0.433
H  -0.043  -2.207  -0.110  0.407
H  -1.688  0.215  -0.357  0.359
H  -1.800  -0.801  0.925  0.361
N  0.519  -0.369  0.777  -0.004
C  1.219  0.834  0.333  -0.162
O  0.325  1.371  -0.640  -0.507
H  0.991  -0.886  1.529  0.319
H  -2.222  -1.262  -0.741  0.368
H  1.231  1.590  1.170  0.387
H  2.206  0.658  -0.122  0.355
H  0.364  2.322  -0.832  0.387

Forces on atoms 1 to 6 (eV/Å):
-0.8 -0.6 0.4
1.2 1.4 -0.8
0.2 0.1 0.5
0.1 0.3 0.0
-0.2 0.1 0.1
-1.1 -0.6 0.0

Computed properties:
HOMO energy (alpha / beta)   -21.358 / -21.134 eV
Total charge   +2
Energy above the lowest of the compared OMol25 structures with the same formula, charge and spin   1.930 eV
Orbital gap (alpha / beta)   13.6 / 7.1 eV
Energy   -265.56974 Eh
⟨S²⟩   0.7547
Multiplicity   2


Entry 4:
DFT (the ωB97M-V functional and the def2-TZVPD basis) results for a 2-piece molecular cluster, C2H9N2O2 overall at a distorted geometry.

Last column: Mulliken charge in e.
Element x y z (Å)
N  -2.571  -0.074  -0.333  -0.315
C  -1.077  -0.261  -0.590  -0.651
C  -0.336  0.238  0.641  0.617
N  1.008  -0.204  0.781  -0.018
O  -0.818  0.923  1.484  -0.313
H  -2.747  0.630  0.387  0.368
H  -2.972  -0.954  0.022  0.379
H  -3.045  0.185  -1.201  0.377
H  -0.913  -1.340  -0.684  0.388
H  -0.860  0.165  -1.564  0.392
H  1.665  -0.248  -0.044  0.405
H  1.437  -0.301  1.718  0.363
H  3.553  1.125  0.074  0.342
H  4.264  -0.082  -0.534  0.346
O  3.414  0.197  -0.157  -0.680

Forces on atoms 1 to 6 (eV/Å):
0.7 -0.6 0.0
-1.1 -0.7 0.3
0.0 -0.3 -0.7
0.0 0.1 -0.2
0.0 0.2 0.5
-0.1 0.4 0.0

Computed properties:
HOMO energy (alpha / beta)   -19.758 / -19.757 eV
Total charge   +2
Energy above the lowest of the compared OMol25 structures with the same formula, charge and spin   0.404 eV
Orbital gap (alpha / beta)   10.8 / 6.1 eV
Energy   -340.84738 Eh
⟨S²⟩   0.7672
Multiplicity   2


Entry 5:
DFT (the ωB97M-V functional and the def2-TZVPD basis) results for one molecule with the formula C2H9N2O3P at a distorted geometry.

Last column: Mulliken charge in e.
Element x y z (Å)
C  2.123  -1.394  -0.899  -0.652
O  1.363  -0.325  -0.363  -0.332
P  -0.208  -0.555  -0.063  1.004
O  -0.651  -1.946  -0.132  -0.766
N  -0.318  0.241  1.431  -0.190
N  -1.701  0.345  1.769  -0.549
O  -0.996  0.380  -1.069  -0.253
C  -0.765  1.781  -1.054  -0.591
H  2.450  -1.134  -1.907  0.222
H  1.524  -2.306  -0.932  0.346
H  2.995  -1.547  -0.260  0.227
H  0.247  -0.243  2.129  0.282
H  -1.788  0.881  2.627  0.222
H  -2.128  -0.572  1.898  0.249
H  -1.213  2.177  -1.964  0.228
H  0.304  1.994  -1.035  0.288
H  -1.238  2.223  -0.177  0.265

Forces on atoms 1 to 6 (eV/Å):
0.3 -0.5 -0.3
-1.1 0.2 0.5
0.8 0.8 0.0
-0.1 -0.1 0.0
0.0 -0.5 -0.6
-0.3 0.0 0.4

Computed properties:
HOMO energy   -9.810 eV
Energy above the lowest of the compared OMol25 structures with the same formula, charge and spin   0.000 eV
Orbital gap   10.7 eV
SMILES   COP(=O)(NN)OC
Energy   -758.24375 Eh


Entry 6:
DFT (the ωB97M-V functional and the def2-TZVPD basis) results for one molecule with the formula C2H9N2PS3 at a distorted geometry.

Last column: Mulliken charge in e.
Element x y z (Å)
C  -3.079  1.099  -0.023  -0.774
S  -1.430  1.547  0.483  -0.153
P  -0.235  0.100  -0.512  0.107
N  1.182  0.481  0.373  -0.126
N  2.069  1.574  -0.072  -0.393
S  3.717  1.424  0.444  -0.160
S  -0.670  -1.667  0.481  -0.129
C  0.301  -2.952  -0.427  -0.826
H  -3.131  -0.004  0.006  0.250
H  -3.292  1.712  -0.912  0.274
H  -3.857  1.428  0.696  0.310
H  0.905  0.773  1.366  0.273
H  2.182  1.460  -1.137  0.293
H  3.896  2.730  0.985  0.147
H  1.355  -2.867  -0.434  0.324
H  -0.063  -2.941  -1.450  0.285
H  0.148  -3.896  0.132  0.298

Forces on atoms 1 to 6 (eV/Å):
-1.1 0.4 0.4
0.4 -0.2 0.7
0.8 0.7 -0.9
0.9 1.1 2.3
-0.1 -0.2 -2.8
0.1 1.1 0.9

Computed properties:
HOMO energy   -8.492 eV
Energy above the lowest of the compared OMol25 structures with the same formula, charge and spin   0.478 eV
Orbital gap   9.0 eV
SMILES   CSP(NNS)SC
Energy   -1726.96622 Eh


Entry 7:
DFT (the ωB97M-V functional and the def2-TZVPD basis) results for an isolated ion of composition C2H9N2S and charge +1 at a distorted geometry.

Last column: Mulliken charge in e.
Element x y z (Å)
C  -0.497  -1.439  0.435  -1.468
C  0.097  -0.091  -0.064  0.456
N  -0.456  0.141  -1.370  -0.564
N  -0.200  1.166  0.823  -0.327
S  1.946  -0.078  0.148  -0.176
H  -0.223  -1.481  1.538  0.372
H  -0.068  -2.191  -0.064  0.442
H  -1.501  -1.572  0.332  0.447
H  -0.420  -0.618  -2.010  0.261
H  -0.178  0.937  -1.937  0.236
H  0.232  1.958  0.408  0.370
H  -1.236  1.387  0.982  0.364
H  0.192  1.129  1.775  0.385
H  2.311  0.753  -0.996  0.201

Forces on atoms 1 to 6 (eV/Å):
2.2 4.1 4.2
0.1 -0.2 -1.4
-0.1 1.4 0.6
-3.3 -0.8 1.2
0.8 0.5 -1.9
-0.4 -0.5 -1.2

Computed properties:
HOMO energy   -14.028 eV
Total charge   +1
Energy above the lowest of the compared OMol25 structures with the same formula, charge and spin   1.454 eV
Orbital gap   10.4 eV
SMILES   C[C@@](N)([NH3+])S
Energy   -589.01643 Eh


Entry 8:
DFT (the ωB97M-V functional and the def2-TZVPD basis) results for C2H9N3 as an isolated structure at a distorted geometry.

Last column: Mulliken charge in e.
Element x y z (Å)
C  1.472  0.042  -0.168  -0.331
C  -1.090  -1.095  0.207  -0.632
N  -0.430  0.521  -0.226  -0.211
N  1.312  -1.130  -0.807  -0.718
N  -0.555  1.757  0.482  -0.592
H  -0.605  0.678  -1.217  0.314
H  1.386  -1.006  -1.818  0.162
H  -1.513  1.905  0.786  0.237
H  0.015  1.635  1.320  0.240
H  1.585  -0.031  0.916  0.350
H  2.129  0.822  -0.571  0.291
H  -0.432  -1.560  0.937  0.305
H  -1.303  -1.830  -0.559  0.270
H  -1.973  -0.708  0.717  0.314

Forces on atoms 1 to 6 (eV/Å):
0.7 -3.6 -1.8
0.1 3.4 1.1
0.2 -1.5 0.3
1.2 1.2 0.7
-1.0 -1.3 0.3
-0.1 -0.1 0.3

Computed properties:
HOMO energy (alpha / beta)   -7.585 / -7.586 eV
Energy above the lowest of the compared OMol25 structures with the same formula, charge and spin   5.020 eV
Orbital gap (alpha / beta)   8.5 / 8.5 eV
Energy   -245.68721 Eh


Entry 9:
DFT (the ωB97M-V functional and the def2-TZVPD basis) results for a 2-piece molecular cluster, C2H9N3 overall at a distorted geometry.

Last column: Mulliken charge in e.
Element x y z (Å)
C  -0.128  3.430  -1.678  -0.184
N  0.866  3.269  -0.884  -0.463
H  -0.305  4.431  -2.056  0.261
H  -0.695  2.540  -1.948  0.167
H  0.549  2.418  -0.355  0.218
N  1.078  -1.905  0.369  -0.263
C  -0.319  -2.191  0.798  -0.358
N  -1.074  -1.049  1.115  -0.231
H  1.776  -2.125  1.053  0.299
H  1.430  -2.027  -0.614  0.318
H  -0.922  -2.866  -0.002  0.316
H  -0.237  -2.855  1.679  0.361
H  -0.998  -0.834  2.077  0.297
H  -1.021  -0.235  0.445  0.263

Forces on atoms 1 to 6 (eV/Å):
1.3 0.0 0.5
-2.0 -0.4 1.2
0.0 -0.2 -0.8
-0.9 0.6 -0.1
1.6 0.1 -0.8
-1.6 -0.7 -0.9

Computed properties:
HOMO energy (alpha / beta)   -12.738 / -12.738 eV
Total charge   +1
Energy above the lowest of the compared OMol25 structures with the same formula, charge and spin   2.049 eV
Orbital gap (alpha / beta)   9.0 / 3.6 eV
Energy   -245.45206 Eh
⟨S²⟩   0.7595
Multiplicity   2


Entry 10:
DFT (the ωB97M-V functional and the def2-TZVPD basis) results for C2H9N3O as an isolated structure at a distorted geometry.

Last column: Mulliken charge in e.
Element x y z (Å)
C  -0.203  -0.302  0.918  0.321
C  -0.366  0.947  -2.089  -0.655
N  0.249  1.161  -0.794  -0.382
N  0.388  0.389  1.945  -0.504
N  -0.005  -2.022  1.384  -0.730
O  0.490  -0.499  -0.208  -0.405
H  1.243  1.360  -0.920  0.257
H  -1.279  -0.146  0.827  0.392
H  1.373  0.185  2.045  0.187
H  -0.004  1.308  2.101  0.239
H  -0.904  -2.483  1.238  0.213
H  0.644  -2.615  0.870  0.234
H  0.176  0.227  -2.714  0.271
H  -0.407  1.896  -2.640  0.305
H  -1.394  0.596  -1.963  0.256

Forces on atoms 1 to 6 (eV/Å):
0.6 -5.5 2.0
0.0 -0.3 -0.4
0.8 -2.7 0.3
-0.6 0.5 0.2
-1.4 1.7 0.5
-0.3 4.5 -2.9

Computed properties:
HOMO energy   -8.416 eV
Energy above the lowest of the compared OMol25 structures with the same formula, charge and spin   4.732 eV
Orbital gap   9.2 eV
Energy   -320.95784 Eh


Entry 11:
DFT (the ωB97M-V functional and the def2-TZVPD basis) results for C2H9N3O as an isolated structure at a distorted geometry.

Last column: Mulliken charge in e.
Element x y z (Å)
C  -0.862  -0.063  -0.318  0.569
C  -0.855  0.097  1.074  -0.741
N  2.645  0.097  1.167  -0.464
N  -1.076  1.114  -1.142  -0.602
N  -1.448  -1.271  -0.836  -0.578
O  1.358  -0.154  0.732  -0.406
H  0.458  -0.283  -0.228  0.293
H  3.162  -0.776  1.237  0.219
H  3.141  0.732  0.546  0.214
H  -0.623  1.927  -0.739  0.241
H  -2.452  -1.165  -0.938  0.271
H  -0.679  0.975  -2.065  0.242
H  -1.058  -1.529  -1.734  0.243
H  -0.999  -0.763  1.706  0.251
H  -0.711  1.061  1.538  0.249

Forces on atoms 1 to 6 (eV/Å):
-0.8 0.1 0.4
0.6 -0.2 -0.9
0.4 -0.3 -0.1
0.2 0.0 0.1
0.1 0.0 0.1
-1.0 0.4 0.4

Computed properties:
HOMO energy   -8.077 eV
Energy above the lowest of the compared OMol25 structures with the same formula, charge and spin   5.679 eV
Orbital gap   8.3 eV
Energy   -320.92303 Eh


Entry 12:
DFT (the ωB97M-V functional and the def2-TZVPD basis) results for a 2-piece molecular cluster, C2H9N3O2S overall at a distorted geometry.

Last column: Mulliken charge in e.
Element x y z (Å)
C  0.873  1.218  1.664  -0.785
C  -1.587  0.175  -0.483  -0.279
N  -1.486  0.590  -1.714  -0.261
N  1.767  -1.118  -0.174  -0.628
N  0.541  1.207  0.270  -0.395
O  1.045  0.447  -2.013  -0.779
O  2.925  1.098  -0.561  -0.647
S  1.614  0.525  -0.666  1.106
H  -0.042  1.125  2.251  0.279
H  1.552  0.404  1.932  0.310
H  1.353  2.169  1.923  0.234
H  -2.275  0.634  0.207  0.285
H  -1.094  -0.740  -0.201  0.338
H  -1.911  1.473  -1.956  0.258
H  -0.535  0.416  -2.127  0.391
H  2.710  -1.245  0.161  0.282
H  1.641  -1.693  -0.992  0.289

Forces on atoms 1 to 6 (eV/Å):
0.3 0.3 0.4
0.9 0.6 -0.6
-0.3 0.0 0.7
-0.1 0.7 -0.1
-0.5 -1.0 -1.6
0.1 -0.3 -0.2

Computed properties:
HOMO energy   -8.305 eV
Energy above the lowest of the compared OMol25 structures with the same formula, charge and spin   1.084 eV
Orbital gap   8.1 eV
Energy   -794.45614 Eh